<w>
{
  "formula": "C3H10NOS",
  "method": "ωB97M-V with the def2-TZVPD basis set",
  "elements": ["C", "S", "C", "H", "H", "H", "H", "H", "H", "N", "C", "O", "H", "H", "H", "H"],
  "coordinates": [[-0.014, 0.984, 1.921], [1.798, 1.115, 2.012], [2.106, 0.997, 0.232], [-0.245, 0.283, 1.116], [-0.470, 1.971, 1.740], [-0.345, 0.586, 2.887], [3.135, 0.663, 0.090], [1.390, 0.262, -0.192], [1.968, 1.967, -0.248], [-2.212, -1.260, -1.692], [-0.784, -1.497, -1.301], [-0.240, -0.517, -0.532], [-2.263, -0.335, -2.156], [-2.788, -1.134, -0.838], [-0.799, -2.459, -0.786], [-0.237, -1.627, -2.253]],
  "orbital_gap_ev": 6.77,
  "total_charge": -1
}

<x>
{
  "formula": "C3H10NOS",
  "method": "ωB97M-V with the def2-TZVPD basis set",
  "elements": ["C", "C", "S", "H", "H", "H", "H", "H", "H", "N", "C", "O", "H", "H", "H", "H"],
  "coordinates": [[-2.288, 0.750, 1.713], [-1.018, 1.181, 0.985], [0.664, 0.583, 1.368], [-3.065, 0.652, 0.945], [-2.136, -0.202, 2.222], [-2.742, 1.474, 2.402], [-0.889, 2.267, 0.879], [-1.222, 0.943, -0.066], [-0.184, -1.206, -0.128], [1.301, -0.732, -2.752], [1.205, -1.088, -1.366], [-0.237, -1.251, -1.104], [0.876, -1.370, -3.411], [0.789, 0.139, -2.846], [1.634, -0.276, -0.787], [1.579, -2.082, -1.122]],
  "orbital_gap_ev": 6.72,
  "total_charge": -1
}

<y>
{
  "formula": "C3H10NOS",
  "method": "ωB97M-V with the def2-TZVPD basis set",
  "elements": ["C", "C", "S", "H", "H", "H", "H", "H", "H", "N", "C", "O", "H", "H", "H", "H"],
  "coordinates": [[-0.311, 0.800, -1.974], [-0.399, -0.410, -1.018], [0.469, -1.900, -1.465], [0.650, 0.602, -2.476], [-1.057, 1.008, -2.748], [-0.204, 1.659, -1.307], [-1.452, -0.512, -0.699], [0.124, -0.128, -0.099], [0.197, -1.763, -2.765], [-0.552, -0.180, 2.361], [0.763, 0.448, 1.951], [0.743, 1.456, 1.072], [-0.532, -0.807, 3.157], [-1.042, -0.694, 1.640], [1.359, -0.417, 1.508], [1.245, 0.839, 2.864]],
  "orbital_gap_ev": 5.75,
  "total_charge": -1
}

<z>
{
  "formula": "C3H10NOS",
  "method": "ωB97M-V with the def2-TZVPD basis set",
  "elements": ["C", "N", "C", "C", "S", "H", "H", "H", "H", "H", "H", "H", "H", "H", "H", "O"],
  "coordinates": [[-1.765, 0.427, -1.285], [-0.685, 0.758, -0.426], [-0.522, -0.239, 0.577], [-0.001, -1.582, 0.096], [1.607, -1.751, 0.980], [-2.702, -0.010, -0.871], [-1.486, -0.636, -1.742], [-2.071, 1.342, -2.052], [0.238, 0.715, -0.935], [0.219, 0.221, 1.385], [-1.605, -0.440, 0.799], [0.074, -1.531, -0.995], [-0.746, -2.371, 0.254], [0.558, 2.630, -0.789], [-0.781, 3.145, -0.222], [0.139, 3.501, -0.482]],
  "orbital_gap_ev": 6.08,
  "total_charge": -1
}

Least stable of them? <z>.

<w>
{
  "formula": "C4H7NO",
  "method": "ωB97M-V with the def2-TZVPD basis set",
  "elements": ["C", "C", "C", "O", "C", "N", "H", "H", "H", "H", "H", "H", "H"],
  "coordinates": [[-0.718, 0.743, 1.107], [-0.106, 0.049, -0.080], [0.492, 0.885, -1.153], [0.671, 0.503, -2.288], [0.625, -1.225, 0.155], [-0.699, -1.229, -0.449], [-1.716, 1.101, 0.847], [-0.823, 0.065, 1.961], [-0.102, 1.587, 1.434], [0.822, 1.888, -0.811], [1.471, -1.525, -0.460], [0.685, -1.500, 1.197], [-0.601, -1.341, -1.460]],
  "orbital_gap_ev": 10.80,
  "smiles": "C[C@@]1(C=O)CN1"
}

<x>
{
  "formula": "C4H7NO",
  "method": "ωB97M-V with the def2-TZVPD basis set",
  "elements": ["C", "C", "O", "C", "C", "N", "H", "H", "H", "H", "H", "H", "H"],
  "coordinates": [[0.495, 1.118, 0.657], [0.163, -1.189, 0.804], [-1.025, -1.033, 0.305], [-0.987, -0.408, -0.975], [0.272, 0.530, -0.956], [1.017, 0.779, -1.863], [-0.413, 1.164, 1.267], [1.351, 0.837, 1.281], [0.708, 2.131, 0.311], [0.192, -1.396, 1.870], [0.998, -1.466, 0.161], [-1.952, 0.085, -1.110], [-0.818, -1.153, -1.753]],
  "orbital_gap_ev": [9.50, 6.37]
}

Least stable of them? <x>.

<w>
{
  "formula": "C4H7NO",
  "method": "ωB97M-V with the def2-TZVPD basis set",
  "elements": ["C", "C", "N", "C", "C", "O", "H", "H", "H", "H", "H", "H", "H"],
  "coordinates": [[-2.307, -0.733, 0.530], [-1.300, 0.099, 0.671], [-0.352, 0.857, 0.821], [0.816, 0.777, -0.075], [0.957, -0.512, -0.866], [1.972, 0.896, 0.704], [-2.257, -1.689, 1.038], [-3.145, -0.506, -0.121], [0.723, 1.625, -0.775], [1.832, -0.422, -1.513], [1.115, -1.355, -0.187], [0.077, -0.720, -1.481], [1.869, 1.683, 1.254]],
  "orbital_gap_ev": 10.05,
  "smiles": "C=C=N[C@H](C)O"
}

<x>
{
  "formula": "C4H7NO",
  "method": "ωB97M-V with the def2-TZVPD basis set",
  "elements": ["C", "C", "C", "C", "O", "N", "H", "H", "H", "H", "H", "H", "H"],
  "coordinates": [[-1.628, -0.435, 0.358], [-0.487, 0.086, -0.478], [0.506, 1.103, 0.170], [1.419, -0.068, -0.100], [2.689, -0.468, -0.002], [0.590, -0.893, -0.605], [-2.072, -1.318, -0.117], [-1.276, -0.736, 1.352], [-2.398, 0.329, 0.467], [-0.815, 0.376, -1.480], [0.687, 2.028, -0.386], [0.305, 1.328, 1.222], [2.479, -1.333, -0.401]],
  "orbital_gap_ev": 10.77
}

<y>
{
  "formula": "C4H7NO",
  "method": "ωB97M-V with the def2-TZVPD basis set",
  "elements": ["C", "C", "O", "H", "H", "C", "C", "N", "H", "H", "H", "H", "H"],
  "coordinates": [[-2.029, 0.348, -0.176], [-0.903, 0.773, -0.775], [-0.431, 1.279, -1.744], [-1.995, 0.052, 0.859], [-2.989, 0.704, -0.512], [0.766, -0.481, 1.439], [0.649, -0.433, 0.103], [1.702, -0.376, -0.788], [-0.076, -0.715, 2.069], [1.695, -0.241, 1.937], [-0.392, -0.935, -0.281], [2.539, 0.055, -0.423], [1.464, -0.031, -1.707]],
  "orbital_gap_ev": [8.64, 8.64],
  "smiles": "C=C=O.C=CN"
}

<z>
{
  "formula": "C4H7NO",
  "method": "ωB97M-V with the def2-TZVPD basis set",
  "elements": ["C", "C", "C", "N", "C", "O", "H", "H", "H", "H", "H", "H", "H"],
  "coordinates": [[0.667, 1.424, -0.906], [-0.201, 0.281, -0.442], [0.340, -1.111, -0.386], [0.129, -0.333, 0.823], [-0.869, -0.735, 1.703], [-1.891, -0.128, 1.927], [0.504, 2.316, -0.295], [0.438, 1.677, -1.946], [1.725, 1.151, -0.839], [-1.268, 0.379, -0.641], [-0.344, -1.942, -0.557], [1.378, -1.297, -0.655], [-0.607, -1.683, 2.213]],
  "orbital_gap_ev": 10.92,
  "smiles": "C[C@H]1CN1C=O"
}

Least stable of them? <y>.